Record 1
The following is a quantum chemistry calculation of 2 unconnected molecules or ions with the total composition CHF2P at a distorted geometry, from OMol25.

```
5
Properties=species:S:1:pos:R:3:nbo_charge:R:1
P 0.51 0.45 -1.27 0.4170
F 0.85 0.70 1.44 -0.2435
F -1.13 -1.15 0.84 -0.6024
C 0.41 0.29 0.30 0.3379
H -0.64 -0.29 -1.32 0.0910
```

Summary:
- frontier orbital gap (alpha / beta) (eV) = 9.4 / 9.4
- HOMO energy (alpha / beta) (Eh) = -0.40131 / -0.40136
- energy above the lowest of the compared OMol25 structures with the same formula, charge and spin (kcal/mol) = 75.0
- E (Ha) = -579.60692
- E_LUMO (alpha / beta) (eV) = -1.562 / -1.561
- multiplicity = 1


Record 2
The following is a quantum chemistry calculation of a molecular structure, C20H12F3N3SbSe3TeTi at a distorted geometry, from OMol25.

```
44
Properties=species:S:1:pos:R:3:nbo_charge:R:1
Te -0.67 -2.43 -2.91 0.4563
Sb -1.55 2.22 0.90 1.2213
Se 0.78 0.95 -1.85 -0.1106
Se 1.35 -1.30 -1.89 0.0921
Se -1.84 -2.64 -0.70 -0.2478
Ti -0.75 -0.43 -0.46 0.7493
F -5.79 6.49 2.46 -0.3045
F -1.59 -0.65 6.48 -0.3134
F -5.48 -1.18 -2.65 -0.2997
N 2.10 -1.33 2.45 -0.4913
N 0.30 -0.60 1.03 -0.8219
N 2.97 -2.47 4.47 -0.2610
C -3.56 0.14 -2.51 -0.2727
C -2.12 -0.19 2.94 -0.2201
C -4.89 5.57 2.10 0.4235
C -2.68 0.86 -1.72 -0.2747
C -5.23 4.64 1.14 -0.2675
C -4.01 0.36 0.23 -0.1718
C -4.90 -0.33 -0.55 -0.2676
C -3.65 5.59 2.71 -0.2633
C -1.26 1.83 3.89 -0.2108
C -2.08 -0.80 4.19 -0.3041
C -2.72 4.63 2.33 -0.2088
C 1.19 -0.98 1.77 0.7902
C -1.21 1.24 5.14 -0.2914
C 2.54 -1.94 3.54 0.3986
C -1.63 -0.07 5.27 0.4873
C -4.29 3.68 0.78 -0.2128
C -4.64 -0.47 -1.91 0.5167
C -3.04 3.66 1.39 -0.3409
C -1.72 1.14 2.76 -0.3565
C -2.85 0.95 -0.32 -0.4707
H -2.46 -0.79 2.12 0.2014
H -5.80 -0.78 -0.13 0.2557
H -2.39 -1.83 4.33 0.2426
H -4.21 0.48 1.29 0.2485
H -3.42 6.34 3.45 0.2468
H -3.43 0.06 -3.58 0.2554
H -0.91 2.85 3.80 0.2123
H -4.56 2.96 0.01 0.2172
H -6.21 4.68 0.68 0.2441
H -1.93 1.45 -2.22 0.2626
H -1.73 4.66 2.79 0.2160
H -0.86 1.78 6.01 0.2460
```

Summary:
- frontier orbital gap (eV) = 6.3
- HOMO energy (Eh) = -0.42202
- energy above the lowest of the compared OMol25 structures with the same formula, charge and spin (kcal/mol) = 10.5
- E (Ha) = -9795.00363
- E_LUMO (eV) = -5.202
- multiplicity = 1
- net charge = +1


Record 3
The following is a quantum chemistry calculation of a molecular structure, C18H25Al3Ca2F12ILiO10P at a distorted geometry, from OMol25.

```
73
Properties=species:S:1:pos:R:3:mulliken_charge:R:1
I 7.90 -2.52 -4.36 -0.0805
Ca 0.66 -1.31 2.74 1.4084
Ca 4.80 -2.34 -7.83 0.2023
P 5.68 -3.21 -3.47 0.1339
Al -3.58 -2.03 5.48 0.6959
Al -4.33 5.14 1.21 0.8371
Al -1.08 1.38 -0.43 0.3278
F -1.15 3.15 -0.44 -0.3492
F -3.43 -0.48 6.30 -0.3807
F -5.73 4.61 0.24 -0.5070
F -0.41 0.82 1.13 -0.2082
F -2.39 -2.11 4.14 -0.3900
F -5.21 -2.19 4.79 -0.4045
F -3.47 3.72 1.83 -0.4088
F -0.02 0.82 -1.74 -0.2919
F -4.90 6.13 2.57 -0.4585
F -2.70 0.71 -0.65 -0.3242
F -3.28 -3.36 6.61 -0.4118
F -3.24 6.10 0.20 -0.4619
O -3.13 -3.22 -2.64 -0.3435
O 1.78 5.56 8.23 -0.6493
O -3.09 -3.74 -0.48 -0.6423
O -5.28 3.07 -2.33 -0.6214
O 2.30 -1.10 0.73 -0.4518
O 2.60 2.90 -3.67 -0.5161
O 4.70 -1.07 -5.94 -0.5334
O 0.66 0.94 5.63 -0.5690
O 1.33 2.44 8.75 -0.4232
O 4.64 -3.73 -4.75 -0.4686
C 5.07 -1.38 -1.13 -0.5069
C 3.58 0.94 -1.29 -0.8660
C 2.58 1.66 -3.76 0.2594
C 3.44 0.66 -2.82 0.1471
C -5.07 -2.68 -1.24 -0.8972
C 2.32 -0.29 -5.49 -0.4397
C 3.35 -0.83 1.76 -0.2342
C 1.71 0.86 -4.88 -0.3670
C 4.41 -0.14 -0.49 0.6174
C 4.92 -1.65 -2.68 0.3209
C 3.82 -0.72 -5.08 0.4129
C -3.82 -2.87 -3.85 -0.4050
C 1.23 1.82 6.43 -0.2330
C 4.50 0.14 1.11 -1.1756
C 0.77 1.55 7.96 -0.1442
C 4.11 -0.60 -3.50 0.4561
C -3.86 -1.37 -4.03 -0.8785
C -3.70 -3.28 -1.43 0.7929
Li -2.82 -1.23 2.54 0.8812
H 1.01 2.89 6.24 0.2471
H -6.07 2.55 -2.18 0.2733
H 3.12 1.86 -0.79 0.3482
H 2.84 -0.35 2.69 0.4019
H -5.26 3.69 -1.59 0.3647
H 1.74 -0.91 -6.26 0.2218
H 1.00 0.49 8.16 0.2139
H 5.67 -2.12 -0.47 0.2687
H -4.34 -1.11 -4.98 0.3510
H 3.83 -1.84 2.02 0.2955
H 1.93 4.71 8.62 0.2898
H -4.96 -1.65 -0.90 0.2374
H -0.34 1.53 7.94 0.2188
H -4.81 -3.33 -3.88 0.3573
H 5.06 -4.45 -5.27 0.3036
H 5.54 -0.09 1.51 0.3807
H -4.41 -0.88 -3.22 0.2718
H 4.22 1.23 1.33 0.3799
H -5.69 -2.71 -2.13 0.3174
H 2.34 1.83 6.46 0.2324
H -2.85 -0.95 -4.02 0.2484
H -5.60 -3.26 -0.48 0.3065
H 0.66 1.22 -5.11 0.3674
H 1.44 -0.68 0.98 0.3531
H -3.25 -3.31 -4.67 0.2994
```

Summary:
- frontier orbital gap (eV) = 1.4
- HOMO energy (Eh) = -0.16217
- E (Ha) = -5381.11983
- E_LUMO (eV) = -3.010
- multiplicity = 1
- net charge = -1